A cluster of 3 separate species, C16H24FN2O6 in total. Source: the OMol25 dataset; level of theory: ωB97M-V/def2-TZVPD.

Lowest unoccupied orbital energy   -2.2 eV
F_max   4.3 eV/A
Total charge   +1
HOMO   -12.58 eV
Gap between HOMO and LUMO   10.38 eV

Atoms and positions in Å:
O (-3.10326, 0.65410, 1.41695)
C (-3.00920, -0.31907, 0.69601)
O (-3.86539, -0.45607, -0.37850)
C (-1.92915, -1.42029, 0.96074)
C (-0.71135, -1.29480, -0.03525)
C (0.03532, 0.04014, 0.29284)
C (1.03408, 0.55115, -0.61172)
N (1.39863, 1.75607, 0.03673)
C (2.36558, 2.78060, -0.40747)
C (1.67709, 3.64983, -1.54313)
F (0.33516, 3.26239, -1.80047)
C (0.74274, 1.94324, 1.19929)
N (-0.11597, 0.88772, 1.39627)
H (-4.45351, 0.32585, -0.29189)
H (-2.40606, -2.41549, 0.78743)
H (-1.65527, -1.34255, 2.03638)
H (-1.14686, -1.21888, -1.07013)
H (0.02971, -2.12490, 0.04492)
H (1.42354, 0.17864, -1.58807)
H (2.63893, 3.48433, 0.42181)
H (3.32624, 2.29651, -0.73534)
H (1.62715, 4.71906, -1.21597)
H (2.22542, 3.53198, -2.51040)
H (0.77299, 2.75627, 1.94942)
H (-0.75650, 0.69533, 2.16572)
O (-1.36003, -3.42153, 2.86920)
C (-1.65076, -3.17558, 4.00938)
O (-0.83437, -2.51323, 4.86610)
C (-1.43266, -2.48195, 6.17358)
C (-2.91435, -2.68792, 5.93698)
C (-2.92447, -3.58245, 4.70912)
H (-0.99230, -3.27977, 6.77641)
H (-1.22239, -1.52463, 6.64911)
H (-3.43218, -3.11345, 6.79593)
H (-3.38843, -1.73210, 5.69836)
H (-2.86168, -4.63978, 4.97387)
H (-3.79310, -3.39574, 4.08047)
O (2.41795, -0.16130, -3.07564)
C (2.55825, 0.46185, -4.09933)
O (3.60650, 1.27931, -4.33688)
C (3.41799, 1.95175, -5.59566)
C (2.45160, 1.08029, -6.36833)
C (1.59706, 0.48745, -5.26150)
H (3.01498, 2.94898, -5.40042)
H (4.37604, 2.05275, -6.10345)
H (1.88287, 1.62852, -7.11856)
H (2.99724, 0.28215, -6.87745)
H (0.75105, 1.13093, -5.00887)
H (1.25511, -0.51574, -5.50858)

The net atomic charges from natural (NBO), expressed in e, are:
1 O -0.625
2 C 0.791
3 O -0.676
4 C -0.512
5 C -0.427
6 C 0.174
7 C -0.063
8 N -0.287
9 C -0.260
10 C 0.035
11 F -0.364
12 C 0.233
13 N -0.485
14 H 0.504
15 H 0.272
16 H 0.238
17 H 0.251
18 H 0.264
19 H 0.311
20 H 0.232
21 H 0.251
22 H 0.191
23 H 0.187
24 H 0.253
25 H 0.474
26 O -0.590
27 C 0.796
28 O -0.491
29 C -0.073
30 C -0.430
31 C -0.531
32 H 0.189
33 H 0.201
34 H 0.234
35 H 0.210
36 H 0.248
37 H 0.245
38 O -0.617
39 C 0.818
40 O -0.480
41 C -0.073
42 C -0.431
43 C -0.533
44 H 0.179
45 H 0.212
46 H 0.235
47 H 0.221
48 H 0.243
49 H 0.254